# 1
Here is a 7-piece molecular cluster, C7H28N14O7 overall at a distorted geometry from the OMol25 dataset. Energies are from wB97M-V/def2-TZVPD.

The calculation puts the HOMO energy at -8.48 eV. Its structure (SMILES) is NC(N)=O.NC(N)=O.NC(N)=O.NC(N)=O.NC(N)=O.NC(N)=O.NC(N)=O. The calculation puts the energy above the lowest of the compared OMol25 structures with the same formula, charge and spin at 104.2 kcal per mole.

Geometry as XYZ:
```
56
Properties=species:S:1:pos:R:3:lowdin_charge:R:1
C 4.25070 -8.62379 7.64360 -0.80
O 4.70421 -7.60582 8.12511 0.01
N 4.56538 -9.82331 7.99807 0.18
N 3.55273 -8.68414 6.58984 0.20
H 5.11417 -9.99659 8.82806 0.06
H 4.67579 -10.41044 7.18370 0.10
H 3.04021 -9.54608 6.46937 0.09
H 3.19243 -7.79784 6.26620 0.09
C 5.09224 -3.61132 8.60057 -0.76
O 4.52815 -3.37210 7.49818 -0.04
N 5.46455 -4.81911 8.96109 0.18
N 5.36142 -2.67165 9.44942 0.16
H 5.28191 -5.55323 8.29190 0.09
H 5.99584 -4.80714 9.81997 0.11
H 5.01349 -1.74496 9.24867 0.12
H 5.77104 -2.98367 10.31830 0.11
C 0.96875 -6.54527 4.62024 -0.74
O 1.59685 -6.93752 5.60038 0.02
N 0.94953 -5.31313 4.21749 0.19
N 0.26053 -7.43357 3.90025 0.15
H 1.52101 -4.66201 4.73666 0.13
H 0.17652 -5.12776 3.59443 0.12
H 0.51114 -8.22983 4.46881 0.09
H -0.71147 -7.16803 3.83097 0.11
C 2.59497 -7.82610 11.07811 -0.84
O 1.62318 -7.55683 11.73996 0.02
N 3.29075 -8.94842 11.21506 0.17
N 2.97259 -7.12730 10.12229 0.19
H 2.99648 -9.66220 11.86624 0.10
H 4.09153 -9.15364 10.63476 0.07
H 3.65379 -7.49150 9.47157 0.05
H 2.33093 -6.41849 9.79676 0.14
C 1.21776 -11.36117 6.14273 -0.81
O 0.51980 -10.46174 6.54486 0.06
N 1.05424 -12.05364 5.04977 0.17
N 2.17450 -11.83963 6.88418 0.16
H 1.39899 -12.99945 4.96793 0.11
H 0.39114 -11.69078 4.37990 0.12
H 2.02690 -11.82760 7.88326 0.13
H 2.34957 -12.75743 6.50065 0.10
C 5.90216 -11.92106 11.05601 -0.64
O 5.73022 -11.04178 10.18731 -0.01
N 4.90830 -12.77736 11.50952 0.15
N 7.05175 -12.16741 11.64479 0.16
H 5.25493 -13.34556 12.26919 0.09
H 3.92252 -12.64074 11.33722 0.11
H 7.88370 -11.75520 11.24722 0.13
H 7.14506 -12.80955 12.41878 0.11
C 7.77934 -10.30890 5.32545 -0.79
O 8.82211 -10.11013 5.92971 0.03
N 6.65934 -9.62081 5.25467 0.17
N 7.65021 -11.42116 4.70866 0.14
H 5.92728 -9.92786 4.63025 0.11
H 6.59770 -8.75508 5.77121 0.12
H 8.47465 -11.99924 4.62975 0.13
H 6.87815 -11.50288 4.06265 0.11
```

***

# 2
Here is one molecule with the formula C7H16NO2PS at a distorted geometry from the OMol25 dataset. Energies are from wB97M-V/def2-TZVPD.

The calculation puts the HOMO energy (alpha / beta) at -2.89 / -8.48 eV. Its spin multiplicity is 3.

Geometry as XYZ:
```
28
Properties=species:S:1:pos:R:3:lowdin_charge:R:1
C -2.25009 0.70013 -1.14569 -0.68
C -0.39575 -3.02045 0.06976 -0.14
C 0.93700 2.55806 -0.83448 -0.26
C 2.82666 1.12691 0.95246 -0.20
C -2.14003 -0.45715 -0.10667 -0.08
C -0.22605 -1.79030 0.95706 -0.23
C -0.25897 0.67233 0.90106 -0.23
N -0.71348 -0.52700 0.32891 -0.14
O -1.32911 0.55068 -2.12065 -0.07
O -2.94013 1.67235 -1.01595 -0.02
P 1.37550 0.96561 -0.19833 0.44
S 1.49690 -0.42875 -1.60286 0.32
H -0.01669 -2.97108 -1.00524 0.07
H 0.14121 -4.00536 0.49566 0.12
H -1.41796 -3.46019 0.05947 0.07
H 1.80997 3.21383 -1.22068 0.09
H 0.26681 2.23095 -1.61641 0.02
H 0.35621 3.15115 -0.06015 0.08
H 2.93341 0.08483 1.34431 0.06
H 3.61521 1.58650 0.39928 0.04
H 2.64737 1.72751 1.76339 0.01
H -2.34064 -1.39901 -0.56227 0.08
H -2.89191 -0.30560 0.73089 0.16
H 0.82957 -1.76654 1.12044 0.08
H -0.74866 -2.09071 1.88966 0.14
H -1.01978 1.53772 0.70581 0.14
H 0.04033 0.61689 1.96692 0.11
H -0.58690 -0.17333 -2.19572 0.02
```

***

# 3
Here is C5H6NO3P as an isolated structure at a distorted geometry from the OMol25 dataset. Energies are from wB97M-V/def2-TZVPD.

The calculation puts the HOMO energy at 0.26 eV. Its total charge is -2. The calculation puts the energy above the lowest of the compared OMol25 structures with the same formula, charge and spin at 31.3 kcal per mole.

Geometry as XYZ:
```
16
Properties=species:S:1:pos:R:3:lowdin_charge:R:1
C 2.09219 0.56372 -0.45403 -0.17
C 1.77100 -0.73714 -0.13121 -0.19
C 1.04841 1.58554 -0.28659 -0.27
C 0.39754 -1.23836 -0.02082 -0.11
C -0.62793 0.28320 0.61065 -0.25
N -0.01912 1.44931 0.41404 -0.03
O -2.26036 -0.08754 -1.64938 -0.46
O -2.58008 -1.50944 0.49873 -0.45
O -3.23889 0.97044 0.49811 -0.47
P -2.50559 -0.17024 -0.15885 0.05
H 3.04956 1.07068 -0.15763 0.07
H 2.53723 -1.42524 0.14087 0.04
H 1.09131 2.61034 -0.72340 0.07
H -0.16807 -1.40680 -0.85198 0.02
H 0.36040 -2.16257 0.51901 0.05
H -0.94760 0.20409 1.75248 0.10
```

***

# 4
Here is one molecule with the formula C2H6ClN2P at a distorted geometry from the OMol25 dataset. Energies are from wB97M-V/def2-TZVPD.

The calculation puts the HOMO energy at -8.41 eV. Its structure (SMILES) is ClN1CC[PH2]=N1. The calculation puts the energy above the lowest of the compared OMol25 structures with the same formula, charge and spin at 57.4 kcal per mole.

Geometry as XYZ:
```
12
Properties=species:S:1:pos:R:3:lowdin_charge:R:1
C -0.25298 1.01662 -0.62521 -0.34
C 0.79481 0.47027 0.38402 -0.30
N -0.81322 -1.21631 -0.77315 -0.36
N -1.31731 0.04453 -0.78105 -0.59
P 0.40017 -1.31627 0.27797 0.83
Cl -2.49206 0.30416 0.61243 0.44
H -0.66650 1.98032 -0.33086 0.09
H 0.19423 1.10939 -1.62023 0.11
H 1.81759 0.68217 0.07033 0.07
H 0.63832 0.85332 1.39520 0.07
H 0.26778 -1.83171 1.58914 -0.01
H 1.42918 -2.09648 -0.19858 -0.01
```

***

# 5
Here is C38H37AsN5O5PS2Sn as an isolated structure at a distorted geometry from the OMol25 dataset. Energies are from wB97M-V/def2-TZVPD.

The calculation puts the HOMO energy at -12.05 eV. Its total charge is +2. The calculation puts the energy above the lowest of the compared OMol25 structures with the same formula, charge and spin at 21.5 kcal per mole.

Geometry as XYZ:
```
90
Properties=species:S:1:pos:R:3:lowdin_charge:R:1
Sn 0.06705 0.56547 -0.28806 0.97
O -5.13032 -3.87044 -0.44220 0.15
C -4.47433 -2.86592 0.16601 -0.47
O -4.96943 -2.26435 1.06647 0.18
C -3.11012 -2.53667 -0.34560 -0.02
C -2.32132 -3.19755 -1.26870 0.03
N -1.18735 -2.49344 -1.41195 0.07
N -1.20263 -1.40090 -0.64350 -0.01
C -2.34265 -1.41565 0.02287 -0.12
C -2.47908 -0.27985 0.99497 -0.53
O -2.87817 -0.43003 2.10929 0.16
O -1.95514 0.83598 0.48321 -0.24
H -4.65523 -4.25852 -1.18424 0.11
H -2.47298 -4.10781 -1.82727 0.15
H -0.40229 -2.68408 -2.01315 0.18
O 1.51458 -1.17938 -0.25336 -0.34
N 2.69611 -1.19723 -0.86128 -0.19
C 3.25533 -2.39913 -1.14275 0.00
C 4.45864 -2.47126 -1.78233 -0.02
C 5.10236 -1.28556 -2.15416 -0.02
C 4.51734 -0.07912 -1.85705 -0.05
C 3.28879 -0.03279 -1.18618 -0.63
S 2.52293 1.44730 -0.75741 0.68
H 2.67982 -3.25546 -0.82514 0.14
H 4.88920 -3.43849 -1.99575 0.13
H 6.04904 -1.31750 -2.67598 0.13
H 4.98033 0.85980 -2.12464 0.12
C 2.48228 0.92797 3.08818 -0.36
C 2.49712 0.49609 4.54477 -0.43
As 3.81865 1.61065 5.53900 1.31
C 3.18168 1.25301 7.33970 -0.43
C 2.48273 0.10030 7.68159 -0.12
C 2.02957 -0.08388 8.98328 -0.08
C 2.30452 0.86558 9.95420 -0.08
C 3.03890 1.99795 9.62705 -0.07
C 3.48055 2.18799 8.32666 -0.12
C 2.93366 3.32409 5.25737 -0.43
C 1.59751 3.51395 5.61378 -0.11
C 0.97497 4.72654 5.35878 -0.09
C 1.68505 5.76248 4.76136 -0.08
C 3.01758 5.58570 4.42239 -0.08
C 3.64097 4.36677 4.66946 -0.12
P 1.00700 0.18009 2.28954 1.07
C 0.97390 -1.58338 2.60788 -0.36
C 2.18779 -2.27304 2.66183 -0.10
C 2.19711 -3.64282 2.85661 -0.05
C 0.99741 -4.33411 2.98463 -0.05
C -0.21077 -3.65908 2.88694 -0.04
C -0.22764 -2.28678 2.67780 -0.08
C -0.32134 1.02959 3.17382 -0.39
C -0.52741 2.36206 2.81394 -0.12
C -1.45620 3.13166 3.48809 -0.07
C -2.19863 2.56633 4.51824 -0.05
C -1.99961 1.24406 4.87851 -0.04
C -1.06032 0.47037 4.21116 -0.08
H 3.39419 0.64608 2.55940 0.08
H 2.34619 2.00726 2.98936 0.08
H 2.77688 -0.54827 4.66276 0.06
H 1.53238 0.65346 5.02787 0.05
H 2.27910 -0.66122 6.93789 0.09
H 1.46456 -0.97164 9.23736 0.11
H 1.96193 0.71622 10.96966 0.11
H 3.27244 2.73096 10.38816 0.11
H 4.06100 3.06977 8.07875 0.10
H 1.04369 2.71915 6.10368 0.11
H -0.06132 4.86786 5.63932 0.10
H 1.20176 6.71315 4.57480 0.11
H 3.57704 6.39690 3.97475 0.11
H 4.68553 4.23236 4.41289 0.09
H 3.12635 -1.74017 2.55685 0.11
H 3.13801 -4.17471 2.90777 0.12
H 1.00681 -5.40294 3.15451 0.12
H -1.14597 -4.19672 2.97648 0.12
H -1.17423 -1.77362 2.59414 0.08
H 0.04555 2.79855 1.99787 0.10
H -1.60969 4.16503 3.20678 0.12
H -2.94238 3.15889 5.03517 0.12
H -2.59229 0.79858 5.66621 0.12
H -0.90758 -0.55848 4.50686 0.11
C -3.55179 3.99512 -3.67485 -0.03
N -2.42272 3.07872 -3.54390 -0.03
C -2.16365 2.36970 -2.46132 -0.75
N -2.92781 2.46273 -1.39361 0.18
S -0.76458 1.32179 -2.56678 0.69
H -3.52909 4.42775 -4.66925 0.10
H -3.48157 4.80336 -2.94565 0.10
H -4.49840 3.46741 -3.55118 0.10
H -1.78875 2.98172 -4.32123 0.13
H -3.72434 3.08074 -1.37824 0.13
H -2.74627 1.87404 -0.57898 0.06
```

***

# 6
Here is a 2-piece molecular cluster, C6H14NO overall at a distorted geometry from the OMol25 dataset. Energies are from wB97M-V/def2-TZVPD.

The calculation puts the HOMO energy (alpha / beta) at -12.02 / -12.03 eV. Its total charge is +1. The calculation puts the energy above the lowest of the compared OMol25 structures with the same formula, charge and spin at 51.3 kcal per mole.

Geometry as XYZ:
```
22
Properties=species:S:1:pos:R:3:lowdin_charge:R:1
C 1.13341 0.00977 0.65227 -0.21
C -1.82776 1.27040 0.41220 -0.03
C -0.79347 -0.06502 -1.47774 -0.05
C -1.48209 -1.23057 0.64479 -0.05
C 2.17201 -0.79809 0.11534 -0.07
C -1.13917 0.05564 -0.03250 -0.32
N 3.13113 -0.17236 -0.55660 0.17
O 1.34634 1.36783 0.50396 -0.03
H 0.66396 -0.31648 1.56480 0.12
H -1.50723 2.16211 -0.12030 0.10
H -2.88314 1.10692 0.14892 0.14
H -1.80922 1.41701 1.48884 0.11
H -1.71833 -0.17297 -2.05271 0.12
H -0.28252 0.81710 -1.85403 0.10
H -0.19020 -0.94677 -1.67913 0.09
H -2.38955 -1.63587 0.18921 0.11
H -1.67767 -1.10792 1.70728 0.10
H -0.71462 -1.98842 0.50693 0.09
H 2.20278 -1.86234 0.25285 0.14
H 0.69910 1.87380 1.00845 0.11
H 3.09029 0.84030 -0.56111 0.12
H 3.97596 -0.62405 -0.86172 0.13
```

***

# 7
Here is a 2-piece molecular cluster, C7H14O overall from the OMol25 dataset. Energies are from wB97M-V/def2-TZVPD.

The calculation puts the HOMO energy at -8.79 eV. Its structure (SMILES) is C=C(C)/C(C)=C/C.O. The calculation puts the energy above the lowest of the compared OMol25 structures with the same formula, charge and spin at 33.7 kcal per mole.

Geometry as XYZ:
```
22
Properties=species:S:1:pos:R:3:lowdin_charge:R:1
C 0.25776 2.01944 0.07802 -0.05
C 0.63319 0.91559 1.05455 -0.35
C 0.87940 1.22049 2.33164 0.04
C -0.38185 -1.28823 1.05375 -0.11
C 0.54673 -0.48203 0.54994 -0.29
C 1.39984 -0.80129 -0.66287 -0.04
C -0.73758 -2.67385 0.58146 -0.09
H -0.80915 2.24707 0.12754 0.08
H 0.85724 2.91367 0.22727 0.08
H 0.55329 1.69079 -0.92162 0.06
H 1.27249 0.52012 3.05142 0.06
H 0.64464 2.23456 2.64533 0.06
H -1.03872 -0.90867 1.83165 0.11
H 1.46842 -1.87347 -0.84170 0.07
H 0.93164 -0.38736 -1.55290 0.08
H 2.40868 -0.41139 -0.51818 0.09
H -1.80117 -2.85403 0.72825 0.07
H -0.45722 -2.85490 -0.45169 0.06
H -0.26342 -3.40266 1.24880 0.08
H -1.98134 1.37053 -2.75029 0.03
H -2.61607 1.35962 -4.12482 0.03
O -1.76678 1.44599 -3.68555 -0.06
```

***

# 8
Here is C16H16BN6Pd as an isolated structure from the OMol25 dataset. Energies are from wB97M-V/def2-TZVPD.

The calculation puts the HOMO energy at -12.12 eV. Its total charge is +1. The calculation puts the energy above the lowest of the compared OMol25 structures with the same formula, charge and spin at 0.0 kcal per mole.

Geometry as XYZ:
```
40
Properties=species:S:1:pos:R:3:lowdin_charge:R:1
Pd -0.01456 -0.01477 -0.26645 1.04
C -0.49496 3.81766 1.65968 -0.01
C -1.40676 3.52021 2.65577 -0.01
C -1.88167 2.22294 2.77133 0.02
C -1.44067 1.25889 1.88272 -0.19
N -0.56470 1.56477 0.90539 -0.02
C -0.09578 2.80838 0.80240 -0.08
C -1.82991 -0.16634 1.96058 -0.19
C -2.73153 -0.66674 2.88266 0.02
C -2.97103 -2.03143 2.92532 -0.01
C -2.29191 -2.86241 2.05322 -0.01
C -1.41665 -2.29663 1.14362 -0.08
N -1.20536 -0.98172 1.08667 -0.02
H -0.08814 4.81101 1.54033 0.12
H -1.73928 4.28358 3.34567 0.13
H -2.57825 1.96885 3.55540 0.12
H 0.62000 2.98730 0.01272 0.10
H -3.24224 -0.00551 3.56576 0.12
H -3.67309 -2.43708 3.64076 0.13
H -2.43078 -3.93342 2.06541 0.12
H -0.86148 -2.90093 0.44200 0.10
B 2.85622 -0.75902 -1.05874 -0.39
N 1.82175 -1.81763 -1.57004 -0.07
C 1.98811 -2.90669 -2.32223 -0.05
C 0.74483 -3.44170 -2.62230 -0.04
C -0.15944 -2.58730 -2.00558 -0.14
N 0.50674 -1.62487 -1.36013 -0.11
N 2.39716 0.57531 -1.74339 -0.06
C 2.96193 1.32988 -2.68808 -0.05
C 2.05682 2.29964 -3.09296 -0.04
C 0.91974 2.05361 -2.33434 -0.14
N 1.15027 1.02212 -1.51594 -0.13
H 2.74272 -0.64169 0.13646 0.05
H 3.94907 -1.05562 -1.44377 0.07
H 2.97864 -3.22392 -2.60037 0.13
H 0.52645 -4.31157 -3.21507 0.10
H -1.23706 -2.60343 -2.01513 0.11
H 3.97113 1.13117 -3.00644 0.13
H 2.20102 3.06501 -3.83406 0.10
H -0.03736 2.55008 -2.33882 0.11
```

***

Copy entry 6 word for word.
Here is a 2-piece molecular cluster, C6H14NO overall at a distorted geometry from the OMol25 dataset. Energies are from wB97M-V/def2-TZVPD.

The calculation puts the HOMO energy (alpha / beta) at -12.02 / -12.03 eV. Its total charge is +1. The calculation puts the energy above the lowest of the compared OMol25 structures with the same formula, charge and spin at 51.3 kcal per mole.

Geometry as XYZ:
```
22
Properties=species:S:1:pos:R:3:lowdin_charge:R:1
C 1.13341 0.00977 0.65227 -0.21
C -1.82776 1.27040 0.41220 -0.03
C -0.79347 -0.06502 -1.47774 -0.05
C -1.48209 -1.23057 0.64479 -0.05
C 2.17201 -0.79809 0.11534 -0.07
C -1.13917 0.05564 -0.03250 -0.32
N 3.13113 -0.17236 -0.55660 0.17
O 1.34634 1.36783 0.50396 -0.03
H 0.66396 -0.31648 1.56480 0.12
H -1.50723 2.16211 -0.12030 0.10
H -2.88314 1.10692 0.14892 0.14
H -1.80922 1.41701 1.48884 0.11
H -1.71833 -0.17297 -2.05271 0.12
H -0.28252 0.81710 -1.85403 0.10
H -0.19020 -0.94677 -1.67913 0.09
H -2.38955 -1.63587 0.18921 0.11
H -1.67767 -1.10792 1.70728 0.10
H -0.71462 -1.98842 0.50693 0.09
H 2.20278 -1.86234 0.25285 0.14
H 0.69910 1.87380 1.00845 0.11
H 3.09029 0.84030 -0.56111 0.12
H 3.97596 -0.62405 -0.86172 0.13
```